Record 1
Computed, not measured: 2 unconnected molecules or ions with the total composition C38H39NO4, with ωB97M-V with the def2-TZVPD basis set.

Structure (XYZ):
```
82
Properties=species:S:1:pos:R:3:forces:R:3
C 2.407 4.331 -2.708 0.6 -0.4 -0.6
H 0.432 6.525 2.904 0.2 0.3 0.0
C -0.631 -2.834 -2.677 -0.5 0.4 0.2
H -4.256 -0.810 3.093 0.0 0.0 0.1
C 0.772 8.650 3.077 -0.2 0.0 -0.2
C -1.364 -0.164 2.706 0.7 -2.1 1.1
N 0.021 -2.081 3.383 0.9 -0.6 -0.6
C -1.107 -1.251 3.505 -1.5 1.4 -0.9
C 0.603 7.461 2.370 0.3 0.2 -0.4
C -0.065 5.054 0.785 0.6 1.3 0.1
C 2.164 -2.895 4.057 0.4 0.4 0.2
C 1.255 -1.654 4.004 -0.3 0.4 0.3
H -1.601 -2.075 5.436 0.0 0.1 -0.1
H -3.365 1.727 -0.338 0.3 -0.1 -0.3
C -3.729 -0.032 3.659 0.0 0.0 -0.3
H 4.855 3.527 -5.680 -0.2 0.1 0.3
C 3.360 1.322 3.447 0.1 -0.1 0.1
C -3.133 -0.660 4.914 -0.1 0.2 -0.1
C 3.589 5.017 -4.739 0.1 -0.5 0.2
C 3.906 2.787 -3.874 -0.2 0.2 -0.1
H -3.075 0.595 1.711 0.2 0.0 0.2
C 3.008 3.056 -2.840 0.0 0.5 0.0
H -0.725 -3.996 2.806 0.2 0.2 0.1
H -2.653 0.110 5.525 0.0 0.0 0.0
H 0.850 0.895 0.068 -0.2 0.0 -0.2
C 4.180 3.752 -4.851 -0.2 0.1 0.3
C -2.491 1.124 -0.601 0.9 0.7 0.6
C -1.205 1.530 -0.126 0.1 -2.2 -0.7
C 1.254 -4.088 3.785 -0.3 -0.4 -0.3
O 1.610 -0.094 2.149 0.4 -0.5 1.3
H 0.119 -2.326 -3.298 -0.2 -0.1 0.2
H 2.793 2.296 -2.083 0.2 0.2 -0.3
O 2.838 0.104 4.021 -0.3 0.2 -0.2
H -0.164 -3.216 -1.759 -0.1 0.1 -0.2
C 1.482 4.584 -1.581 -0.8 -0.8 0.9
H 2.610 -2.931 5.054 0.1 -0.1 -0.2
H 2.975 -2.832 3.322 -0.2 0.0 0.2
H 2.552 2.053 3.304 0.2 -0.3 0.0
H 0.636 -1.108 -1.318 -0.4 0.1 0.2
H -0.712 -3.709 4.553 0.1 0.0 -0.2
C -0.968 2.735 0.624 1.4 3.3 -1.0
H 2.386 6.329 -3.539 0.0 -0.4 -0.2
H 1.070 -1.299 5.038 0.1 0.0 -0.2
H 1.061 10.796 2.951 0.0 -0.3 -0.1
C -0.158 -3.521 3.618 -0.2 0.2 0.5
H 0.692 2.607 -1.507 -0.1 0.4 0.0
C -0.249 -0.498 -1.121 -0.7 -0.5 -0.5
C -2.659 0.568 2.726 -0.4 0.5 0.5
C 0.638 6.124 0.273 -0.6 -1.2 0.3
H -2.468 1.620 2.985 -0.1 -0.1 0.1
H -2.659 -2.594 4.135 0.1 0.1 0.1
C -1.524 -0.860 -1.614 0.6 0.8 0.0
C -2.634 -0.010 -1.365 0.5 -1.0 -0.2
C 1.885 -0.480 3.275 0.0 0.4 -1.3
H -0.602 5.160 1.734 0.0 0.0 -0.5
H 1.274 -4.809 4.607 0.0 0.1 -0.2
O -1.745 -1.959 -2.380 0.4 -0.3 0.1
C 1.422 5.939 -0.979 0.5 1.1 -0.7
H 1.002 8.670 -0.792 -0.1 0.0 0.4
C 0.711 7.429 0.961 -0.2 0.7 0.7
H -3.923 -1.113 5.523 0.1 0.1 0.0
H -4.478 0.725 3.915 0.1 -0.1 0.0
O 2.007 6.897 -1.513 -0.6 -1.3 0.8
H 3.849 1.110 2.489 -0.1 0.1 0.2
C 0.690 3.594 -1.042 1.1 0.6 -1.1
H -1.082 -3.653 -3.235 0.2 0.1 0.1
H -3.596 -0.299 -1.784 0.2 0.1 0.2
H -0.616 0.137 1.978 -0.2 -0.2 0.2
H 1.552 -4.611 2.874 0.1 0.0 0.1
C 2.753 5.312 -3.662 -0.1 0.0 0.0
H 1.102 10.791 0.448 0.0 -0.2 0.1
C -2.117 -1.721 4.534 -0.2 0.0 0.0
H 0.768 8.621 4.164 -0.1 0.1 -0.2
C 0.987 9.857 0.998 -0.1 -0.3 0.4
C 0.896 8.659 0.291 0.0 -0.2 0.1
C -0.120 3.770 0.135 -1.5 -2.0 1.0
H 4.399 1.817 -3.908 -0.1 0.2 -0.1
H 3.794 5.786 -5.484 0.0 -0.2 0.2
H -1.542 2.952 1.527 0.0 0.0 -0.3
C 0.949 9.861 2.399 0.0 -0.3 -0.3
C -0.112 0.665 -0.393 -0.6 0.8 0.4
H 4.078 1.684 4.183 -0.1 0.0 -0.2
```
Positions in Å, forces in eV/Å.

E_HOMO: -7.68 eV
charge: 0
E_LUMO: -1.0 eV

---

Record 2
Computed, not measured: a molecular structure, C23H17Cl5F5N2Y, with ωB97M-V with the def2-TZVPD basis set.

Structure (XYZ):
```
53
Properties=species:S:1:pos:R:3:forces:R:3
Cl 0.236 -0.144 6.014 0.1 0.0 0.0
H 2.929 -1.291 -0.251 0.0 0.0 0.0
C 3.652 3.955 0.391 0.0 0.0 0.0
C -2.151 1.220 -1.898 0.2 -0.2 0.2
H -3.370 1.138 -0.130 0.0 0.0 0.0
C -2.591 -1.369 2.756 0.0 0.1 -0.1
C -2.119 -0.461 -3.682 0.0 0.0 0.0
C 1.141 -1.839 -1.334 0.1 0.1 0.0
H 0.611 -1.495 -2.228 0.0 0.0 0.0
C 2.285 3.806 0.530 0.0 0.0 0.0
H -2.436 -1.417 -4.081 0.0 0.0 0.0
F 0.327 2.458 0.371 0.1 0.3 0.1
C 3.758 1.642 -0.351 0.0 0.0 0.0
C -0.909 -2.927 -0.713 0.0 0.0 0.0
C 4.356 2.852 -0.051 0.0 0.0 0.0
C -2.522 -0.036 -2.420 0.1 0.0 0.1
H 0.024 -2.799 1.687 0.0 0.0 0.0
C 1.697 2.605 0.234 0.1 -0.1 -0.1
F 1.529 4.825 0.952 0.0 0.0 0.0
H 2.816 -0.678 -1.882 0.0 0.1 0.0
Cl -4.270 -2.677 4.442 0.0 0.0 0.0
C -0.853 -0.626 4.778 -0.1 -0.1 -0.1
Cl -2.296 -1.846 6.704 0.0 0.0 0.0
H 4.145 4.887 0.622 0.0 0.0 0.0
H 1.593 -2.813 -1.561 -0.1 0.0 0.0
C -2.869 -1.758 4.063 0.1 0.0 0.0
C 0.782 -2.548 0.949 0.0 0.0 0.0
F -0.917 -0.041 -5.664 0.0 0.0 0.0
Y -0.576 0.279 0.284 -0.4 0.1 0.0
H 1.464 -1.816 1.382 0.0 0.0 0.0
H -1.394 -2.524 -1.602 0.0 0.0 0.0
Cl 0.770 0.696 3.032 0.0 -0.1 -0.1
H 1.351 -3.451 0.699 0.0 0.0 0.0
C -1.316 0.364 -4.436 0.0 0.0 0.0
H -1.655 -3.056 0.069 0.0 0.0 0.0
C -0.649 -0.283 3.447 0.0 0.0 0.1
H -2.392 2.631 -0.281 0.0 0.0 -0.1
H -0.277 2.223 -4.586 0.0 0.0 0.0
H -0.480 -3.905 -0.962 0.0 0.0 0.0
N 0.136 -1.998 -0.258 0.1 -0.3 -0.1
C -2.440 1.567 -0.509 -0.2 0.1 0.2
F 5.684 2.946 -0.197 0.0 0.0 0.0
C 2.368 1.458 -0.225 0.0 0.1 0.0
H -3.182 -0.671 -1.836 0.0 0.0 0.0
C -1.985 -1.383 5.079 0.0 0.0 0.0
N 1.606 0.364 -0.469 0.0 -0.1 0.1
C 2.233 -0.845 -0.971 0.0 -0.1 -0.1
C -1.315 2.014 -2.712 0.1 0.0 0.0
C -0.908 1.599 -3.967 0.0 0.0 0.0
F 4.553 0.633 -0.767 0.0 0.0 0.0
H -0.992 2.981 -2.344 0.0 0.0 0.0
C -1.473 -0.634 2.397 0.1 0.1 0.1
Cl -3.708 -1.811 1.487 0.0 0.0 0.0
```
Positions in Å, forces in eV/Å.

E_HOMO: -7.49 eV
charge: 0
E_LUMO: 0.3 eV

---

Record 3
Computed, not measured: a molecular structure, C21H18BrN3O2Ru, with ωB97M-V with the def2-TZVPD basis set.

Structure (XYZ):
```
46
Properties=species:S:1:pos:R:3:forces:R:3
H 5.702 -0.135 -0.001 0.0 0.0 0.0
C -0.618 -4.092 -0.891 0.0 -0.2 0.3
H 4.528 1.859 0.940 0.0 0.0 0.0
C -2.190 3.306 3.067 -0.1 0.2 0.2
N -1.317 1.892 -0.149 -0.1 0.2 -0.2
C -0.608 -4.969 -1.955 0.0 0.0 -0.2
C -0.509 -4.509 -3.274 0.0 -0.2 0.2
N -0.470 0.125 -1.911 0.1 0.1 -0.3
H -2.431 2.094 -1.917 -0.1 0.0 0.0
H 1.862 -1.920 -0.609 0.0 0.0 0.0
H -0.689 -4.441 0.131 0.0 0.0 0.0
N 1.851 -0.024 0.201 -0.2 0.0 0.0
C -1.291 1.089 2.759 -0.1 -0.2 -0.1
C 2.599 0.986 0.623 0.0 0.0 0.0
C -0.437 -3.162 -3.503 0.0 0.1 -0.1
O -0.496 -1.912 -0.045 0.0 0.5 -0.2
C -1.760 2.338 2.205 0.1 -0.1 -0.1
H -0.930 -0.044 4.565 0.0 0.0 -0.1
H -2.233 3.586 0.498 0.0 0.1 0.0
C -1.276 0.909 4.185 0.0 0.0 0.0
C -2.162 3.112 4.474 0.0 0.0 0.0
Ru -0.580 0.004 0.087 0.4 -1.2 -0.4
H -2.507 3.904 5.126 0.0 0.0 0.0
C -1.695 1.915 5.019 0.0 0.1 0.0
H -0.490 -5.205 -4.100 0.0 0.0 0.0
Br 1.709 2.490 1.345 0.0 0.0 0.0
C -0.453 -2.244 -2.435 0.0 0.1 0.1
H -2.564 4.244 2.670 0.0 0.0 0.1
C 3.979 1.004 0.576 0.1 0.0 0.0
H 4.325 -2.071 -0.787 0.0 0.0 0.0
H -0.622 1.598 -3.432 0.0 0.0 -0.1
H 0.600 1.903 -2.189 0.1 0.0 0.0
C 3.861 -1.181 -0.385 0.0 0.0 0.0
C -1.787 2.633 0.779 0.0 0.1 0.0
C 2.487 -1.099 -0.294 0.0 0.0 0.0
O -0.910 0.124 2.034 0.1 0.1 0.7
C -0.406 1.523 -2.369 0.0 -0.1 0.1
H -1.672 1.778 6.091 0.0 0.0 0.0
H -1.247 3.385 -1.660 0.0 0.1 0.0
C 4.621 -0.109 0.055 0.1 0.1 0.0
H -0.344 -0.601 -3.807 0.0 0.0 0.0
C -0.535 -2.724 -1.111 0.0 0.2 0.0
C -1.422 2.316 -1.567 0.0 -0.1 0.0
H -0.374 -2.788 -4.520 0.0 0.0 0.1
C -0.413 -0.855 -2.751 -0.1 0.2 0.0
H -0.684 -6.032 -1.765 0.0 0.0 0.0
```
Positions in Å, forces in eV/Å.

E_HOMO (alpha / beta): -14.24 / -14.38 eV
spin multiplicity: 5
charge: +2
E_LUMO (alpha / beta): -6.7 / -9.4 eV
⟨S²⟩: 6.05

---

Record 4
Computed, not measured: 40 unconnected molecules or ions with the total composition H80O40, with ωB97M-V with the def2-TZVPD basis set.

Structure (XYZ):
```
120
Properties=species:S:1:pos:R:3:forces:R:3
H 2.854 -3.278 2.653 -0.1 0.3 -0.1
H 1.305 0.080 -1.835 -2.2 -3.1 4.0
O 1.810 3.045 -1.393 2.7 -0.7 -5.2
H -3.593 -0.055 1.225 -0.7 -0.7 0.6
H 0.780 -5.923 1.003 0.7 -0.9 0.7
H 3.596 -1.133 4.596 0.9 1.9 -1.2
H 1.056 0.586 -4.783 -2.6 -1.5 -1.0
O 1.485 -1.172 2.828 1.5 -1.2 -2.5
O 0.008 5.339 0.232 1.0 2.2 -1.4
O 3.055 -1.701 -0.282 1.4 1.1 2.9
O 6.392 -0.717 -0.551 -1.7 -0.7 -1.1
H 6.214 -0.002 1.454 1.7 1.7 -3.1
O -3.576 3.436 1.332 0.3 -2.7 -3.0
O -0.155 0.917 2.167 -2.7 1.1 -2.7
H -3.562 -4.499 2.049 -2.0 -1.6 -3.3
H -2.764 0.904 2.905 0.3 1.1 -0.4
H 2.065 -2.975 -1.097 1.0 1.1 0.0
O -1.447 -2.721 -1.151 0.4 -0.4 4.1
O -2.228 -1.023 -2.437 -1.5 0.3 0.4
H 2.722 3.333 -1.278 -0.1 0.0 0.5
O 1.995 -4.069 -4.581 3.3 -1.0 0.1
H -1.567 -2.818 -0.117 1.2 -0.5 -3.3
O 1.657 0.600 -2.450 2.6 2.9 -5.4
H -5.683 -0.370 2.961 0.5 1.0 0.5
O -2.270 -1.894 -5.137 2.0 2.0 -2.1
O -3.145 0.780 1.180 1.4 0.6 -3.1
H 4.714 -0.248 3.892 2.1 -0.4 -0.7
H -4.085 -3.836 3.386 0.8 -0.8 -1.3
H 5.204 2.752 0.415 -2.6 2.0 -0.2
O 4.826 1.365 -2.368 -0.8 0.3 -0.6
H 0.221 -0.956 -0.082 2.0 1.9 -0.5
H 1.183 0.133 5.414 2.4 -0.3 -1.7
H 1.062 -3.532 -2.171 -0.1 -0.1 -4.4
O 0.419 0.270 5.896 -3.3 1.0 0.9
H 1.552 4.599 -4.823 -0.3 0.8 0.5
O -2.562 -5.380 -0.041 -1.3 -1.8 1.5
H 5.858 -0.803 -1.427 1.3 0.1 2.1
O 0.888 -0.147 -0.083 -2.0 -4.1 -3.1
H -3.208 6.066 -0.190 -4.6 -0.4 -1.2
H -3.395 -3.011 -2.806 0.2 3.0 -3.9
H -1.696 -0.871 -3.211 -0.1 0.7 -0.4
H 0.890 -1.553 3.412 -2.1 -1.0 1.8
H -2.747 -0.249 -2.150 1.0 -0.3 -1.0
H 2.868 -4.479 -4.146 -2.9 1.4 -1.6
H 1.312 1.489 -2.342 0.2 0.2 0.4
H -1.829 -2.536 -5.757 -0.6 0.9 0.9
H -4.658 1.522 -0.931 4.5 -2.6 2.4
H 5.915 -1.335 0.069 1.1 0.8 -1.7
O -5.278 -4.002 1.393 -0.1 0.7 -2.3
H 4.096 -2.293 -1.624 2.4 -0.1 -1.9
O -1.116 4.288 3.622 -1.3 -3.7 1.5
H -2.312 6.034 0.896 0.6 -0.3 1.3
H -4.076 2.544 1.334 0.8 2.0 0.5
H 0.282 0.989 3.002 -0.1 1.1 0.9
H 0.873 0.995 -6.139 -2.1 -1.7 0.6
O -2.970 -1.765 1.664 0.1 0.4 1.9
O 2.049 5.112 -4.149 -7.5 3.3 -0.9
H 5.121 -1.190 1.555 -0.1 0.1 -0.7
O -1.545 5.385 -2.480 2.3 0.7 -1.1
O 3.822 -0.257 4.143 -2.9 -1.5 2.0
H 2.771 4.663 -4.176 7.8 -4.1 0.4
O 5.698 -0.553 1.944 -1.7 -1.6 4.9
H -2.486 -2.472 2.120 -0.5 0.0 -0.2
H 1.346 3.173 -0.657 -2.7 1.2 4.9
O -0.578 -3.468 3.558 4.2 1.5 2.3
H 0.684 0.139 0.755 -0.6 1.9 4.0
H -2.624 0.678 0.317 -0.7 0.4 1.7
O 4.354 3.350 0.362 1.4 -9.0 -6.1
H -1.420 -3.243 3.775 -3.8 1.0 1.4
H 0.652 6.062 0.005 0.1 -1.3 0.9
H -2.859 2.246 3.840 0.7 3.5 -0.7
H -5.571 1.433 -2.033 -0.2 0.7 0.7
H -0.781 5.051 3.300 2.1 3.7 -1.8
O 1.968 1.849 3.614 -2.4 -1.5 3.5
H -3.065 3.174 0.463 -1.0 1.3 2.5
H 3.883 1.349 -2.166 -0.4 -0.5 1.3
H 4.624 1.514 -3.295 1.1 0.0 -0.7
H -1.866 -0.973 -5.459 -1.2 -2.9 1.0
H 2.272 -3.842 -5.513 -0.4 -0.4 1.6
H -5.054 1.159 2.888 0.4 -0.5 1.1
H -2.930 -1.925 0.753 0.1 -0.6 -2.1
O 1.762 -5.921 1.095 -1.6 3.8 -3.0
H 2.365 -0.992 -0.038 0.9 -1.1 -0.7
H 3.592 -1.805 0.635 -2.4 -0.2 -3.1
H -0.631 5.727 -0.414 -0.3 -1.2 0.6
H -0.708 -3.243 -1.475 0.6 -0.1 1.1
O -1.608 1.394 -1.771 -2.3 1.2 -0.3
O 1.289 -3.469 -1.307 -0.7 -1.3 4.4
H 1.763 -5.063 0.430 0.9 -2.8 2.1
O -3.543 -3.513 -2.084 -2.0 -3.4 3.0
H 3.454 -4.036 1.496 0.4 -1.7 -0.5
H -1.996 4.544 3.864 -0.8 -0.1 0.3
O -5.365 1.958 -1.227 -4.3 1.8 -3.1
H -2.634 -3.602 -1.797 0.2 0.1 0.7
H 1.685 -0.302 3.079 0.7 1.8 0.8
H -2.862 -6.118 0.555 1.5 0.7 0.2
H -0.689 -3.944 2.806 -0.2 -2.5 -3.6
H -5.312 -3.081 1.712 0.0 -0.5 -0.3
O -5.549 0.454 2.475 -1.0 -0.6 -1.4
H -0.201 0.791 5.323 0.9 -0.7 0.7
O -2.936 1.353 3.739 -1.0 -4.4 1.6
H -1.732 2.276 -2.187 1.1 -0.9 0.6
O -0.478 3.862 -4.235 -3.8 -0.4 -2.6
O 5.018 -2.426 -2.125 -2.0 0.1 1.6
H -2.327 5.207 -2.015 -1.9 -0.1 0.4
O 0.343 0.352 -5.525 4.6 3.0 0.6
O -2.337 6.187 -0.032 3.0 0.9 0.0
H -3.370 -5.515 -0.540 -0.2 1.1 -1.6
O 3.258 -3.171 1.783 0.0 1.1 1.1
H -1.414 4.298 -4.171 3.2 -2.0 -0.2
H 2.635 1.830 4.297 0.6 0.0 -0.3
H -4.827 -3.898 0.499 -1.0 -0.1 1.4
H 4.949 -2.565 -3.072 -0.6 0.1 0.1
H 4.417 3.990 0.906 1.1 7.1 6.2
H 0.054 4.206 -3.564 1.1 1.1 2.1
H -0.755 1.197 -1.421 1.3 0.3 0.1
H -1.609 5.569 -3.436 -0.7 0.5 1.4
H 2.253 2.168 2.822 1.7 1.4 -3.2
H -0.899 1.602 1.938 2.4 -1.7 1.6
O -3.325 -4.116 2.822 2.3 1.9 5.8
```
Positions in Å, forces in eV/Å.

E_HOMO: -10.21 eV
charge: 0
E_LUMO: -0.3 eV

---

Short version: energy above the lowest of the compared OMol25 structures with the same formula, charge and spin = 0.0; 0.0; 0.0; 351.0 kcal per mole, in the order given.
Short version: E = -1827.07453; -3834.80561; -3794.11966; -3057.19806 hartree, in the order given.
Short version: M = 573.733; 682.564; 525.368; 720.600 g/mol, in the order given.